(1)
{
  "formula": "C4H12",
  "method": "ωB97M-V/def2-TZVPD",
  "symbols": ["C", "C", "H", "H", "H", "H", "H", "H", "C", "C", "H", "H", "H", "H", "H", "H"],
  "positions_angstrom": [[2.0460, 1.4871, -0.6847], [1.5755, 1.6821, 0.7462], [1.6510, 2.2005, -1.4111], [3.1259, 1.4933, -0.7679], [1.6382, 0.5324, -1.0253], [0.8473, 0.9756, 1.1501], [1.1788, 2.6988, 0.8942], [2.3099, 1.7558, 1.5562], [-1.8850, -1.1147, 0.5407], [-1.7377, -2.0652, -0.6343], [-1.0726, -0.9995, 1.2483], [-2.1118, -0.1101, 0.1588], [-2.7605, -1.3961, 1.1296], [-2.3115, -1.7609, -1.5131], [-2.0973, -3.0615, -0.3786], [-0.6930, -2.1722, -0.9166]],
  "charge": 0,
  "max_force_ev_per_a": 2.20,
  "lumo_energy_ev": 1.119,
  "homo_lumo_gap_ev": 12.56,
  "energy_ha": -159.56914
}

=====

(2)
{
  "formula": "C4H12",
  "method": "ωB97M-V/def2-TZVPD",
  "symbols": ["C", "C", "H", "H", "H", "H", "H", "H", "C", "C", "H", "H", "H", "H", "H", "H"],
  "positions_angstrom": [[-0.7520, 1.4524, -0.9460], [-1.3217, 2.2313, -2.1561], [0.2643, 0.8961, -1.1917], [-0.4715, 2.1594, -0.1332], [-1.3097, 0.7134, -0.5002], [-0.5830, 2.4117, -2.9925], [-2.0694, 1.5860, -2.6531], [-1.8124, 3.2212, -1.8043], [1.0786, -1.5333, 0.8576], [1.0428, -2.2131, 2.1939], [1.2881, -2.1203, -0.1082], [-0.0159, -1.0960, 0.9037], [1.6851, -0.6234, 0.8347], [1.4174, -1.5475, 3.0284], [1.6151, -3.2385, 2.1534], [-0.0559, -2.2994, 2.5132]],
  "charge": 0,
  "max_force_ev_per_a": 4.65,
  "lumo_energy_ev": 1.093,
  "homo_lumo_gap_ev": 12.09,
  "energy_ha": -159.53629
}

=====

(3)
{
  "formula": "C4H12",
  "method": "ωB97M-V/def2-TZVPD",
  "symbols": ["C", "C", "H", "H", "H", "H", "H", "H", "C", "C", "H", "H", "H", "H", "H", "H"],
  "positions_angstrom": [[0.4760, -1.0093, 1.5825], [1.5209, -0.8258, 2.6978], [0.3813, -0.0816, 1.0211], [0.7075, -1.7885, 0.8614], [-0.4851, -1.2307, 2.0399], [2.3252, -0.1637, 2.4014], [1.8849, -1.8075, 3.0115], [1.0121, -0.4803, 3.5981], [-0.8362, 0.9427, -1.3779], [-1.1053, 0.8725, -2.8729], [0.1989, 0.6723, -1.1609], [-0.9561, 1.9893, -1.1035], [-1.4611, 0.2402, -0.8315], [-2.1432, 1.1461, -3.0812], [-0.5327, 1.6181, -3.4252], [-0.9871, -0.0937, -3.3606]],
  "charge": 0,
  "max_force_ev_per_a": 1.23,
  "lumo_energy_ev": 1.140,
  "homo_lumo_gap_ev": 12.79,
  "energy_ha": -159.57735
}

=====

(4)
{
  "formula": "C4H12",
  "method": "ωB97M-V/def2-TZVPD",
  "symbols": ["C", "C", "H", "H", "H", "H", "H", "H", "C", "C", "H", "H", "H", "H", "H", "H"],
  "positions_angstrom": [[0.1688, 2.5777, 0.7401], [0.5272, 1.3070, 1.5271], [0.2264, 3.4626, 1.3601], [-0.7233, 2.4997, 0.1337], [1.0006, 2.7073, 0.0294], [0.7372, 0.5532, 0.7725], [1.3878, 1.4669, 2.1660], [-0.3445, 0.9271, 2.0644], [0.0295, -2.5097, -1.3966], [-0.7687, -1.3538, -0.7524], [0.3936, -3.2441, -0.6711], [0.9266, -2.1264, -1.8690], [-0.5801, -3.0399, -2.1239], [-0.5595, -0.5548, -1.4682], [-1.8456, -1.5099, -0.8047], [-0.5760, -1.1629, 0.2925]],
  "charge": 0,
  "max_force_ev_per_a": 1.77,
  "lumo_energy_ev": 1.152,
  "homo_lumo_gap_ev": 12.69,
  "energy_ha": -159.57067
}

=====

(5)
{
  "formula": "C4H12",
  "method": "ωB97M-V/def2-TZVPD",
  "symbols": ["C", "C", "H", "H", "H", "H", "H", "H", "C", "C", "H", "H", "H", "H", "H", "H"],
  "positions_angstrom": [[1.6160, -0.0922, -1.6359], [0.5530, -0.9802, -2.2773], [1.7467, 0.7936, -2.2517], [1.3120, 0.2018, -0.6383], [2.5515, -0.6413, -1.5997], [-0.4471, -0.5401, -2.3463], [0.8440, -1.1972, -3.3060], [0.3711, -1.8943, -1.7090], [-1.0160, 0.1237, 1.3135], [-1.1710, 0.9216, 2.6080], [-0.6476, 0.7131, 0.4739], [-0.1952, -0.5749, 1.4912], [-1.9362, -0.3833, 1.0332], [-0.3186, 1.6058, 2.6699], [-1.2661, 0.3025, 3.4960], [-1.9968, 1.6412, 2.6785]],
  "charge": 0,
  "max_force_ev_per_a": 1.25,
  "lumo_energy_ev": 1.156,
  "homo_lumo_gap_ev": 12.88,
  "energy_ha": -159.57779
}

=====

(6)
{
  "formula": "C4H12",
  "method": "ωB97M-V/def2-TZVPD",
  "symbols": ["C", "C", "H", "H", "H", "H", "H", "H", "C", "C", "H", "H", "H", "H", "H", "H"],
  "positions_angstrom": [[0.0490, -1.4953, -0.6490], [1.4272, -2.2520, -0.7089], [-0.8132, -2.0633, -0.8937], [0.1446, -0.8513, 0.3098], [-0.1662, -0.6323, -1.3213], [2.0712, -1.5046, -0.2192], [1.8332, -2.4168, -1.6858], [1.5059, -3.2255, -0.1351], [-1.1382, 1.4033, 0.2094], [-0.3722, 2.3010, 1.0881], [-0.6566, 0.4590, 0.1624], [-2.1315, 0.9043, 0.5897], [-1.4103, 1.7756, -0.7156], [0.1696, 3.2283, 0.5956], [0.5088, 1.7801, 1.4622], [-1.0214, 2.5894, 1.9112]],
  "charge": 0,
  "max_force_ev_per_a": 3.82,
  "lumo_energy_ev": 1.078,
  "homo_lumo_gap_ev": 11.87,
  "energy_ha": -159.51929
}

=====

(7)
{
  "formula": "C4H12",
  "method": "ωB97M-V/def2-TZVPD",
  "symbols": ["C", "C", "H", "H", "H", "H", "H", "H", "C", "C", "H", "H", "H", "H", "H", "H"],
  "positions_angstrom": [[-0.9844, -1.6988, -1.6054], [0.4574, -1.3584, -1.8769], [-1.4261, -1.4474, -0.5710], [-1.7538, -1.1140, -2.2394], [-1.2891, -2.6945, -1.6289], [0.8399, -1.8029, -2.8923], [0.9841, -1.6297, -0.8698], [0.7759, -0.2754, -1.9283], [0.2504, 1.5433, 0.9249], [0.4876, 1.5632, 2.4320], [0.7776, 0.6986, 0.4581], [-0.7930, 1.3437, 0.6249], [0.2932, 2.5717, 0.4867], [0.9089, 2.3952, 2.8881], [0.9005, 0.6075, 2.6962], [-0.4290, 1.2978, 3.1011]],
  "charge": 0,
  "max_force_ev_per_a": 4.74,
  "lumo_energy_ev": 1.090,
  "homo_lumo_gap_ev": 11.97,
  "energy_ha": -159.52683
}

=====

(8)
{
  "formula": "C4H12",
  "method": "ωB97M-V/def2-TZVPD",
  "symbols": ["C", "C", "H", "H", "H", "H", "H", "H", "C", "C", "H", "H", "H", "H", "H", "H"],
  "positions_angstrom": [[1.1149, -0.6198, 1.7009], [-0.2101, -1.4872, 1.8388], [0.9375, 0.2886, 2.2625], [1.1891, -0.3065, 0.6593], [1.9041, -1.2739, 2.0412], [-1.0480, -0.8593, 2.1041], [0.1007, -2.2024, 2.6076], [-0.4846, -2.2395, 1.0923], [-0.8209, 1.7091, -1.5350], [-0.0967, 0.4714, -2.0158], [-1.2466, 1.7159, -0.5365], [-1.6164, 1.9385, -2.2579], [-0.1851, 2.5915, -1.6016], [-0.2146, -0.3074, -1.2506], [0.9939, 0.5648, -2.1369], [-0.3170, 0.0162, -2.9725]],
  "charge": 0,
  "max_force_ev_per_a": 2.84,
  "lumo_energy_ev": 1.143,
  "homo_lumo_gap_ev": 12.46,
  "energy_ha": -159.55625
}

=====

(9)
{
  "formula": "C4H12",
  "method": "ωB97M-V/def2-TZVPD",
  "symbols": ["C", "C", "H", "H", "H", "H", "H", "H", "C", "C", "H", "H", "H", "H", "H", "H"],
  "positions_angstrom": [[0.4077, 0.8613, -1.7852], [1.6536, 0.3918, -2.2935], [0.6072, 1.8312, -1.3783], [-0.4518, 0.8901, -2.5438], [0.0415, 0.2382, -1.0122], [1.8093, -0.6539, -2.6106], [2.3745, 0.6364, -1.4202], [1.8863, 0.7944, -3.2033], [-1.1325, -0.9249, 2.7479], [-0.8624, -0.3761, 1.3329], [-0.6448, -1.7796, 3.1409], [-1.1724, -0.1792, 3.5953], [-2.1442, -1.2466, 2.6445], [-0.7762, 0.7868, 1.2701], [0.1004, -0.7244, 0.8578], [-1.6962, -0.5454, 0.6575]],
  "charge": 0,
  "max_force_ev_per_a": 4.44,
  "lumo_energy_ev": 1.066,
  "homo_lumo_gap_ev": 12.38,
  "energy_ha": -159.53858
}

=====

(10)
{
  "formula": "C4H12",
  "method": "ωB97M-V/def2-TZVPD",
  "symbols": ["C", "C", "H", "H", "H", "H", "H", "H", "C", "C", "H", "H", "H", "H", "H", "H"],
  "positions_angstrom": [[-1.3241, 0.8772, 0.8260], [-1.6232, 1.4731, 2.1780], [-0.9626, -0.1472, 0.8076], [-2.1440, 0.9761, 0.1125], [-0.5326, 1.4267, 0.3038], [-1.9319, 2.5128, 2.0468], [-0.7270, 1.5844, 2.7995], [-2.3319, 0.9512, 2.8073], [0.8781, -1.5538, -1.1431], [2.0858, -0.8618, -1.7803], [-0.0076, -1.2656, -1.7234], [0.7854, -2.6339, -1.2490], [0.7025, -1.2237, -0.1248], [2.8418, -0.5632, -1.0581], [1.7154, -0.0040, -2.3309], [2.5758, -1.5483, -2.4719]],
  "charge": 0,
  "max_force_ev_per_a": 1.25,
  "lumo_energy_ev": 1.157,
  "homo_lumo_gap_ev": 12.80,
  "energy_ha": -159.57296
}

=====

(11)
{
  "formula": "C4H12",
  "method": "ωB97M-V/def2-TZVPD",
  "symbols": ["C", "C", "H", "H", "H", "H", "H", "H", "C", "C", "H", "H", "H", "H", "H", "H"],
  "positions_angstrom": [[2.0289, 0.6409, 1.4270], [0.5911, 0.5009, 1.9141], [1.9878, 0.3219, 0.4141], [2.3701, 1.6762, 1.4809], [2.9524, -0.0156, 1.8106], [0.0571, 1.2906, 1.5118], [0.1133, -0.5276, 1.8607], [0.5105, 0.5632, 3.0184], [-0.9153, -0.0208, -1.2719], [-1.7320, -1.1013, -2.0452], [-0.3896, 0.6736, -1.9691], [-1.5279, 0.4971, -0.5919], [-0.1789, -0.2952, -0.4914], [-1.4725, -1.0330, -3.2971], [-2.8447, -1.0377, -1.8587], [-1.5503, -2.1330, -1.9122]],
  "charge": 0,
  "max_force_ev_per_a": 4.43,
  "lumo_energy_ev": 1.128,
  "homo_lumo_gap_ev": 12.40,
  "energy_ha": -159.52754
}

=====

(12)
{
  "formula": "C4H12",
  "method": "ωB97M-V/def2-TZVPD",
  "symbols": ["C", "C", "H", "H", "H", "H", "H", "H", "C", "C", "H", "H", "H", "H", "H", "H"],
  "positions_angstrom": [[-1.0100, 1.4964, -0.9184], [-2.3718, 1.4116, -0.2583], [-1.0978, 1.8400, -1.9743], [-0.4147, 2.3798, -0.6450], [-0.2905, 0.7138, -0.6991], [-2.3057, 0.9215, 0.7184], [-2.8985, 0.7292, -0.9530], [-2.8938, 2.3588, -0.2411], [1.2320, -1.0988, 1.0689], [2.1185, -1.8407, 0.1158], [1.1804, -0.0499, 0.7554], [0.1896, -1.4455, 1.1246], [1.4915, -1.1490, 2.1313], [2.1390, -2.9272, 0.3016], [3.1799, -1.5840, 0.1995], [1.9498, -1.7294, -0.9557]],
  "charge": 0,
  "max_force_ev_per_a": 2.85,
  "lumo_energy_ev": 1.139,
  "homo_lumo_gap_ev": 12.29,
  "energy_ha": -159.56429
}

=====

(13)
{
  "formula": "C4H12",
  "method": "ωB97M-V/def2-TZVPD",
  "symbols": ["C", "C", "H", "H", "H", "H", "H", "H", "C", "C", "H", "H", "H", "H", "H", "H"],
  "positions_angstrom": [[0.6932, 1.5296, 0.2791], [0.1785, 2.9436, 0.7831], [1.2574, 1.1251, 1.1048], [-0.2151, 1.0028, 0.0398], [1.4631, 1.7549, -0.4550], [-0.8654, 2.8470, 1.0265], [0.8887, 3.3945, 1.4987], [0.4226, 3.6751, 0.0114], [-0.5390, -1.6279, -0.1489], [-0.3204, -2.9713, -0.9238], [0.2766, -1.4712, 0.5523], [-0.6585, -0.8379, -0.8954], [-1.5286, -1.5809, 0.2847], [-1.0983, -3.0668, -1.6880], [0.6923, -3.0227, -1.3051], [-0.6470, -3.6938, -0.1643]],
  "charge": 0,
  "max_force_ev_per_a": 3.01,
  "lumo_energy_ev": 1.149,
  "homo_lumo_gap_ev": 12.40,
  "energy_ha": -159.54865
}